{
  "formula": "C20H23ClHoOPS",
  "method": "the ωB97M-V functional and the def2-TZVPD basis",
  "species": ["Ho", "Cl", "P", "C", "C", "C", "C", "C", "C", "C", "C", "C", "C", "C", "C", "C", "C", "C", "C", "C", "C", "H", "H", "H", "H", "H", "H", "H", "H", "H", "H", "H", "H", "H", "H", "H", "H", "H", "C", "S", "C", "O", "H", "H", "H", "H", "H", "H"],
  "coordinates": [[0.0679, 0.5620, 2.4210], [0.0791, 1.6088, 4.5653], [0.0622, 0.5865, -0.1828], [-1.3086, -0.2269, -0.8665], [-1.1226, -0.9637, -2.0403], [-2.2262, -1.5113, -2.6530], [-3.5105, -1.3516, -2.1202], [-3.6741, -0.6332, -0.9275], [-2.5871, -0.0803, -0.2814], [-0.1933, 2.3959, -0.3021], [0.6747, 3.2830, 0.3725], [0.5098, 4.6541, 0.1983], [-0.5013, 5.1460, -0.6338], [-1.3545, 4.2542, -1.2964], [-1.2083, 2.8853, -1.1373], [1.6440, 0.2343, -0.8309], [2.7132, -0.2551, -0.0521], [3.9259, -0.4788, -0.6742], [4.0948, -0.2083, -2.0420], [3.0239, 0.3119, -2.7746], [1.8021, 0.5507, -2.1830], [1.4731, 2.8925, 1.0170], [1.1754, 5.3425, 0.7185], [-0.6252, 6.2186, -0.7665], [-2.1381, 4.6341, -1.9472], [-1.8727, 2.1835, -1.6384], [-0.1219, -1.0937, -2.4392], [-2.0924, -2.0896, -3.5722], [-4.3744, -1.7904, -2.6201], [-4.6717, -0.5152, -0.4967], [-2.6945, 0.4635, 0.6554], [2.5700, -0.4360, 1.0147], [4.7674, -0.8656, -0.0926], [5.0563, -0.3898, -2.5227], [3.1566, 0.5448, -3.8361], [0.9725, 0.9820, -2.7364], [-0.0571, -5.9352, -3.9109], [0.6932, -5.9024, -3.8785], [-1.2067, -1.6518, 4.4737], [-0.5213, -2.4981, 3.0100], [0.5992, -3.5948, 3.9036], [0.5759, -1.3665, 2.6518], [-1.8223, -2.3645, 5.0104], [-1.8112, -0.7949, 4.1436], [-0.3723, -1.3054, 5.0920], [-0.0028, -4.2293, 4.5498], [1.1348, -4.2028, 3.1753], [1.2991, -2.9992, 4.4827]],
  "atomic_forces_ev_per_a": [[-0.01, 2.06, 0.79], [-0.03, 0.50, 0.54], [0.44, 1.58, 1.08], [-0.84, -0.65, -0.93], [-0.18, 0.31, 0.54], [-0.77, -0.70, -0.67], [0.46, 0.22, 0.18], [-0.70, -0.24, 0.00], [0.98, -0.31, -0.53], [-0.06, -0.03, -0.45], [-0.65, -0.45, -0.19], [0.03, 0.16, 0.13], [0.03, -0.47, 0.00], [0.03, 0.40, 0.04], [0.26, -0.02, 0.38], [0.57, -0.14, -0.75], [-0.84, 0.33, -0.63], [0.80, -0.12, -0.11], [-0.48, 0.02, 0.45], [0.63, 0.06, -0.83], [0.44, -0.25, 0.37], [-0.01, 0.20, -0.24], [-0.19, -0.15, -0.15], [0.05, -0.24, 0.04], [0.14, -0.02, 0.12], [0.12, 0.26, 0.00], [-0.23, -0.03, -0.08], [-0.10, 0.21, 0.33], [0.27, 0.16, 0.15], [0.32, -0.07, -0.18], [-0.20, 0.14, -0.11], [0.16, -0.20, -0.20], [-0.28, 0.16, -0.23], [-0.30, 0.05, 0.15], [0.01, -0.10, 0.41], [0.18, -0.04, -0.06], [0.36, 0.02, 0.02], [-0.36, -0.01, -0.01], [-0.01, -0.28, -0.40], [2.05, 0.89, 1.54], [-0.36, -0.49, -0.30], [-1.00, -2.36, -0.26], [-0.29, 0.00, 0.11], [-0.08, -0.30, 0.12], [-0.11, -0.14, -0.18], [-0.03, -0.15, 0.02], [-0.10, 0.02, -0.03], [-0.13, 0.24, -0.02]],
  "s2": 6.004,
  "homo_energy_ev": [-14.44, -14.45],
  "fmax_ev_per_a": 2.7,
  "charge": 2,
  "multiplicity": 5,
  "gap_ev": [6.9, 7.1],
  "lumo_ev": [-7.54, -7.36]
}

***

{
  "formula": "C20H23ClN2O",
  "method": "the ωB97M-V functional and the def2-TZVPD basis",
  "species": ["C", "O", "C", "C", "C", "C", "C", "C", "C", "C", "C", "C", "C", "N", "C", "C", "C", "C", "Cl", "C", "N", "C", "C", "C", "H", "H", "H", "H", "H", "H", "H", "H", "H", "H", "H", "H", "H", "H", "H", "H", "H", "H", "H", "H", "H", "H", "H"],
  "coordinates": [[-0.9284, -1.3330, 5.8134], [-1.5699, -0.3199, 4.9774], [-1.3502, -0.4315, 3.6530], [-0.3661, 0.3750, 3.0877], [-0.3107, 0.3900, 1.6329], [-1.0366, -0.5008, 0.8981], [-0.9017, -0.5006, -0.6189], [0.3563, -0.0839, -1.2441], [0.7133, 1.0117, -2.0847], [-0.0677, 2.0399, -2.8396], [0.8959, 3.2454, -3.0942], [-0.5625, 1.5439, -4.1815], [-1.3219, 2.6166, -1.9237], [2.0953, 1.0421, -2.2656], [2.5976, 0.0963, -1.5516], [4.0014, -0.2616, -1.3601], [4.2126, -1.4580, -0.6762], [3.0766, -2.2405, -0.0662], [3.5976, -3.5881, 0.8607], [1.7992, -1.8335, -0.1933], [1.5748, -0.6165, -0.8565], [-1.9826, -1.3444, 1.5773], [-2.8396, -2.3554, 0.8554], [-2.1679, -1.3127, 2.9339], [0.1294, -1.2871, 5.9709], [-1.2692, -2.3106, 5.5363], [-1.4186, -1.2072, 6.7592], [0.3434, 1.0372, 3.6820], [0.4356, 1.0229, 1.2534], [-1.7735, -0.0240, -1.0674], [-1.0620, -1.4545, -1.0239], [0.2968, 4.1154, -3.1719], [1.4169, 3.0956, -4.0360], [1.5307, 3.5354, -2.2582], [0.2617, 1.8080, -4.8166], [-0.9192, 0.4872, -4.2593], [-1.4015, 2.1217, -4.4410], [-1.7166, 3.4951, -2.3794], [-0.9019, 2.7212, -0.8370], [-2.1430, 1.9522, -1.9674], [4.7388, 0.3608, -1.8073], [5.1781, -1.7958, -0.3572], [0.8463, -2.1979, 0.2347], [-2.2531, -2.8815, 0.0444], [-3.3278, -3.0117, 1.6309], [-3.7051, -1.8798, 0.4321], [-2.8012, -1.8832, 3.5448]],
  "atomic_forces_ev_per_a": [[-2.06, 0.69, 0.08], [0.89, -0.73, 2.06], [0.95, 0.72, -0.29], [-0.13, 0.38, -1.75], [0.26, -0.76, 3.61], [-0.87, -0.25, -0.01], [-1.04, 0.00, 0.11], [1.60, 3.17, -0.68], [0.79, -1.68, 0.69], [-1.16, 1.36, 2.27], [-0.74, -0.34, 0.31], [0.12, -0.92, 0.42], [3.37, -1.20, 0.68], [-1.25, 0.55, -0.23], [0.50, -1.24, 1.21], [-2.26, -2.61, 1.11], [-1.82, 1.17, 0.39], [1.60, 1.46, -1.10], [-0.35, -0.40, 0.17], [-0.93, 1.29, 0.13], [1.08, -0.79, -0.96], [-0.19, -0.70, -1.05], [0.25, -0.67, 0.12], [2.46, 2.22, -0.22], [0.71, 0.39, -0.55], [0.23, -0.72, -0.73], [0.01, 0.36, 0.72], [-1.33, -1.02, -0.71], [0.72, 0.72, -1.05], [0.23, 0.68, 0.01], [-0.33, -2.10, -0.09], [-0.90, 0.97, -0.68], [0.51, 0.14, 0.32], [0.36, -0.72, -0.09], [0.02, -0.70, -1.09], [0.76, 0.69, 0.27], [-1.09, 0.99, -0.68], [0.19, 1.11, -0.03], [-1.17, 0.17, -1.97], [-0.75, -1.12, 0.36], [0.55, 0.21, -0.12], [0.45, -0.10, -0.30], [1.15, -0.41, -0.06], [-0.93, 0.19, 1.02], [0.96, 0.08, -1.00], [-0.29, 0.42, -0.75], [-1.11, -0.95, 0.14]],
  "homo_energy_ev": -8.07,
  "fmax_ev_per_a": 3.7,
  "smiles": "COc1ccc(Cc2c(C(C)(C)C)nc3ccc(Cl)cn23)c(C)c1",
  "charge": 0,
  "multiplicity": 1,
  "gap_ev": 8.7,
  "lumo_ev": 0.59
}

***

{
  "formula": "C20H23ClN2Pt",
  "method": "the ωB97M-V functional and the def2-TZVPD basis",
  "species": ["C", "C", "H", "H", "H", "H", "H", "H", "C", "C", "C", "C", "H", "H", "H", "H", "N", "C", "C", "N", "C", "C", "C", "H", "H", "C", "H", "H", "Pt", "C", "H", "H", "H", "Cl", "C", "C", "C", "C", "C", "C", "C", "H", "H", "H", "H", "H", "H"],
  "coordinates": [[-4.4364, 0.1443, 0.4239], [-4.5144, 1.4395, -0.3900], [-4.6231, -0.7186, -0.2207], [-5.2105, 0.1438, 1.1984], [-3.4742, 0.0025, 0.9180], [-3.6877, 1.5335, -1.0938], [-5.4329, 1.4775, -0.9843], [-4.5228, 2.3191, 0.2625], [0.6443, -2.5421, 0.5550], [1.4861, -3.6396, 0.4124], [2.6436, -3.5572, -0.3728], [2.8993, -2.3623, -1.0356], [-0.3191, -2.5852, 1.0629], [1.2099, -4.5524, 0.9244], [3.3314, -4.4004, -0.4347], [3.7727, -2.2352, -1.6773], [0.9797, -1.3373, 0.0280], [2.0574, -1.2605, -0.8319], [2.2375, 0.0357, -1.4412], [1.3053, 0.9531, -1.0241], [1.3877, 2.2332, -1.4581], [3.3240, 1.7191, -2.7944], [2.3829, 2.6501, -2.3401], [0.5965, 2.8931, -1.1173], [2.3806, 3.6957, -2.6515], [3.2444, 0.4036, -2.3531], [3.9440, -0.3639, -2.6633], [4.1006, 2.0323, -3.4765], [-0.1979, 0.3408, 0.2954], [-1.2484, 1.9717, -0.1600], [-1.1817, 2.1950, -1.2383], [-0.8700, 2.8112, 0.4227], [-2.3037, 1.8814, 0.0849], [0.1158, 2.4266, 3.3031], [0.1828, 0.8873, 4.0268], [0.7433, 0.7462, 5.2887], [0.9325, -0.5231, 5.8495], [0.5519, -1.6557, 5.1141], [-0.1428, -1.4940, 3.9187], [-0.3342, -0.2319, 3.3312], [-1.1042, -0.0940, 2.0498], [1.0013, 1.6405, 5.8387], [1.3376, -0.6279, 6.8560], [0.7332, -2.6560, 5.5015], [-0.5445, -2.3628, 3.4086], [-1.5786, -1.0572, 1.8389], [-1.8754, 0.6712, 2.1894]],
  "atomic_forces_ev_per_a": [[-0.48, 0.09, -0.20], [-0.28, -0.04, 0.02], [0.10, 0.02, 0.11], [0.15, -0.06, -0.09], [-0.02, 0.05, -0.06], [-0.18, -0.04, -0.09], [0.10, -0.05, 0.18], [0.07, -0.05, -0.11], [0.58, 1.25, -0.75], [-0.45, -0.37, 0.43], [0.64, 0.84, -0.55], [0.94, -1.84, 0.27], [0.43, -0.14, -0.03], [0.07, -0.06, -0.14], [-0.27, 0.24, -0.14], [-0.27, -0.23, 0.25], [-1.82, -1.86, 0.62], [0.37, 3.76, -1.41], [-1.13, -3.62, 2.08], [-1.21, 2.94, -0.61], [-0.25, -1.87, 0.55], [0.39, -1.38, 0.14], [-0.10, 0.64, 0.01], [0.47, 0.04, -0.13], [0.15, -0.37, 0.01], [1.22, 1.43, -1.28], [0.03, 0.30, -0.16], [0.03, -0.10, -0.04], [2.75, 1.07, 0.53], [-1.36, 0.40, -0.90], [-0.13, -0.05, 0.46], [0.57, 0.00, 0.14], [0.17, -0.27, 0.03], [-0.07, -0.04, 0.11], [0.47, 0.65, 0.86], [-0.03, -0.03, 0.23], [-0.06, 1.02, -0.09], [-0.96, -0.55, -1.16], [0.88, -0.81, 0.75], [-0.85, -0.31, -2.07], [-0.68, -1.13, 2.40], [0.17, -0.04, 0.00], [0.02, 0.08, -0.32], [-0.11, 0.23, -0.01], [0.07, 0.04, 0.09], [-0.25, 0.06, 0.24], [0.14, 0.19, -0.18]],
  "s2": 6.056,
  "homo_energy_ev": [-12.37, -15.48],
  "fmax_ev_per_a": 4.3,
  "charge": 2,
  "multiplicity": 5,
  "gap_ev": [6.1, 5.0],
  "lumo_ev": [-6.28, -10.44]
}